{
  "formula": "C21H9BrCuF5N3O",
  "method": "the ωB97M-V functional and the def2-TZVPD basis",
  "homo_ha": -0.1701,
  "spin_multiplicity": 1,
  "relative_energy_kcal_mol": 0.00,
  "lumo_ev": 1.915,
  "total_charge": -1,
  "total_energy_ha": -5759.049464,
  "elements": ["Cu", "Br", "C", "C", "C", "C", "C", "C", "N", "N", "C", "C", "C", "C", "O", "C", "N", "C", "C", "C", "C", "H", "H", "H", "H", "H", "H", "H", "H", "H", "F", "C", "C", "C", "F", "C", "F", "C", "F", "C", "F"],
  "xyz": [[0.469, -0.087, -0.471], [-10.072, 4.584, -6.829], [-8.792, 3.511, -5.925], [-7.590, 4.075, -5.522], [-6.656, 3.293, -4.862], [-6.918, 1.951, -4.600], [-8.122, 1.405, -5.026], [-9.068, 2.178, -5.685], [-6.024, 1.060, -3.938], [-5.073, 1.643, -3.373], [-4.106, 0.860, -2.764], [-4.109, -0.537, -2.766], [-3.131, -1.287, -2.157], [-2.035, -0.677, -1.489], [-1.117, -1.318, -0.920], [-2.023, 0.792, -1.479], [-0.977, 1.361, -0.828], [-0.914, 2.670, -0.755], [-1.888, 3.503, -1.333], [-2.940, 2.943, -1.999], [-3.040, 1.537, -2.095], [-7.385, 5.116, -5.730], [-5.710, 3.714, -4.548], [-8.307, 0.356, -4.828], [-10.005, 1.746, -6.009], [-4.927, -1.029, -3.278], [-3.162, -2.368, -2.175], [-0.061, 3.085, -0.231], [-1.793, 4.577, -1.243], [-3.707, 3.555, -2.455], [2.878, -0.599, 1.669], [3.314, -0.347, 0.404], [2.410, -0.108, -0.605], [2.990, 0.139, -1.830], [2.211, 0.401, -2.915], [4.353, 0.149, -2.064], [4.866, 0.397, -3.285], [5.213, -0.103, -1.012], [6.545, -0.101, -1.204], [4.688, -0.354, 0.241], [5.524, -0.598, 1.268]],
  "lowdin_charge": [0.429, 0.692, -0.708, -0.136, -0.030, -0.259, -0.036, -0.139, 0.034, 0.048, -0.241, -0.028, -0.013, -0.361, -0.067, -0.130, 0.058, -0.122, -0.057, -0.010, -0.099, 0.096, 0.098, 0.108, 0.095, 0.100, 0.106, 0.110, 0.098, 0.101, 0.034, -0.260, -0.067, -0.258, 0.040, -0.161, 0.085, -0.156, 0.089, -0.163, 0.084]
}

---

{
  "formula": "C13H9N2O4Os",
  "method": "the ωB97M-V functional and the def2-TZVPD basis",
  "homo_ha": [-0.4483, -0.4483],
  "spin_multiplicity": 1,
  "lumo_ev": [-5.177, -5.178],
  "total_charge": 1,
  "total_energy_ha": -1001.695552,
  "elements": ["Os", "O", "C", "O", "C", "C", "C", "C", "C", "N", "C", "O", "O", "H", "H", "H", "H", "N", "C", "C", "C", "C", "C", "C", "H", "H", "H", "H", "H"],
  "xyz": [[-0.093, 1.491, 0.887], [3.469, 0.016, 2.446], [2.240, 0.280, 2.112], [1.934, 1.138, 1.273], [1.162, -0.487, 2.767], [1.231, -1.475, 3.724], [0.023, -2.023, 4.165], [-1.188, -1.592, 3.638], [-1.162, -0.602, 2.670], [-0.011, -0.080, 2.279], [-2.335, -0.009, 1.901], [-3.463, -0.301, 2.146], [-1.919, 0.789, 0.918], [4.093, 0.574, 1.952], [2.183, -1.808, 4.113], [0.035, -2.797, 4.920], [-2.135, -2.008, 3.951], [0.008, 3.017, 0.191], [0.019, 4.310, -0.278], [-0.800, 4.616, -1.368], [-0.798, 5.910, -1.854], [0.007, 6.875, -1.260], [0.817, 6.559, -0.175], [0.829, 5.272, 0.326], [-1.416, 3.843, -1.807], [-1.426, 6.168, -2.695], [0.002, 7.885, -1.647], [1.436, 7.321, 0.279], [1.443, 4.999, 1.173]],
  "lowdin_charge": [1.507, 0.219, -0.415, -0.070, -0.158, 0.064, 0.024, 0.073, -0.139, -0.026, -0.531, 0.175, -0.224, 0.172, 0.139, 0.131, 0.144, -0.166, -0.338, -0.004, -0.051, -0.045, -0.056, -0.012, 0.123, 0.117, 0.116, 0.115, 0.117]
}

---

{
  "formula": "C8H10O",
  "method": "the ωB97M-V functional and the def2-TZVPD basis",
  "homo_ha": -0.3357,
  "smiles": "C=C1CC(C)=C(C)C1=O",
  "spin_multiplicity": 1,
  "relative_energy_kcal_mol": 35.21,
  "lumo_ev": 0.251,
  "total_energy_ha": -386.017695,
  "elements": ["C", "C", "C", "C", "C", "C", "C", "C", "O", "H", "H", "H", "H", "H", "H", "H", "H", "H", "H"],
  "xyz": [[-1.419, -1.507, 1.652], [-0.640, -0.526, 1.103], [0.183, 0.478, 1.889], [1.001, 1.130, 0.820], [2.065, 2.076, 1.217], [0.778, 0.615, -0.442], [1.320, 1.092, -1.770], [-0.333, -0.385, -0.283], [-1.040, -0.827, -1.162], [-1.866, -2.291, 1.168], [-1.392, -1.480, 2.769], [-0.682, 1.084, 2.355], [0.753, 0.102, 2.841], [2.372, 1.723, 2.220], [1.677, 3.059, 1.396], [2.959, 2.117, 0.501], [0.965, 0.481, -2.577], [0.965, 2.144, -1.929], [2.388, 0.968, -1.712]],
  "lowdin_charge": [0.130, -0.243, -0.120, -0.239, -0.042, -0.128, -0.023, -0.375, 0.096, 0.039, 0.086, 0.153, 0.155, 0.083, 0.075, 0.110, 0.067, 0.106, 0.070]
}